Entry 1:
An isolated ion of composition C6H8N and charge +1. Source: the OMol25 dataset; level of theory: ωB97M-V/def2-TZVPD.

SMILES	CC=[N+]=C1[C@H]2C[C@@H]12
LUMO	-4.059	eV
E_HOMO	-14.68	eV
net charge	+1
HOMO-LUMO gap	10.624	eV
largest force on an atom	0.1388	hartree/bohr
energy relative to the best compared isomer or geometry (same formula, charge and spin)	491.5	kJ/mol
E	-7830.5945	eV

Positions of all 15 atoms, in Å:
C (0.61, -0.29, 0.02)
C (-1.91, -0.74, -0.05)
C (2.82, -0.43, 0.04)
C (1.73, 0.25, 0.75)
C (1.63, 0.22, -0.79)
C (-2.70, 0.47, 0.05)
N (-0.68, -0.75, 0.05)
H (-2.44, -1.76, 0.02)
H (3.70, 0.04, 0.02)
H (2.67, -1.50, 0.03)
H (1.81, 1.07, 1.51)
H (1.59, 1.03, -1.65)
H (-3.38, 0.35, -0.84)
H (-3.31, 0.56, 0.98)
H (-2.13, 1.48, -0.15)


Entry 2:
C44H59IrO4P3Si as an isolated structure. Source: the OMol25 dataset; level of theory: ωB97M-V/def2-TZVPD.

LUMO	-3.473	eV
E_HOMO	-10.10	eV
net charge	+1
HOMO-LUMO gap	6.630	eV
largest force on an atom	0.0179	hartree/bohr
E	-93357.5807	eV

Positions of all 112 atoms, in Å:
Ir (0.13, 0.01, 0.33)
C (3.63, 1.51, 1.20)
C (3.34, 0.31, 2.11)
C (4.16, -0.95, 1.82)
P (1.51, 0.03, 2.15)
C (0.88, 1.36, 3.27)
C (-0.49, 0.92, 3.79)
C (1.77, 1.84, 4.42)
C (1.37, -1.56, 3.04)
C (1.99, -1.74, 4.28)
C (1.98, -2.98, 4.89)
C (1.36, -4.05, 4.26)
C (0.73, -3.87, 3.03)
C (0.72, -2.62, 2.41)
Si (-0.31, -2.19, 0.88)
C (0.02, -3.27, -0.63)
C (-0.50, -4.54, -0.88)
C (-0.25, -5.20, -2.07)
C (0.54, -4.59, -3.04)
C (1.06, -3.33, -2.82)
C (0.77, -2.66, -1.63)
P (1.39, -0.99, -1.25)
C (3.24, -1.27, -1.34)
C (3.60, -2.70, -0.90)
C (3.92, -1.02, -2.69)
C (0.91, 0.23, -2.57)
C (0.90, -0.26, -4.03)
C (1.70, 1.54, -2.44)
C (-2.12, -2.52, 1.28)
C (-2.59, -3.73, 1.81)
C (-3.94, -3.96, 1.98)
C (-4.86, -2.98, 1.61)
C (-4.42, -1.78, 1.08)
C (-3.05, -1.55, 0.92)
P (-2.45, 0.00, 0.17)
C (-3.25, -0.19, -1.51)
C (-2.52, -1.26, -2.34)
C (-3.46, 1.09, -2.31)
C (-3.54, 1.31, 0.95)
C (-3.02, 2.72, 0.71)
C (-3.86, 1.13, 2.43)
H (4.70, 1.72, 1.18)
H (3.11, 2.40, 1.55)
H (3.30, 1.34, 0.18)
H (3.58, 0.61, 3.13)
H (3.72, -1.57, 1.06)
H (4.23, -1.56, 2.72)
H (5.17, -0.68, 1.52)
H (0.73, 2.22, 2.61)
H (-0.41, 0.12, 4.52)
H (-1.12, 0.56, 2.97)
H (-1.00, 1.77, 4.26)
H (1.96, 1.06, 5.17)
H (1.24, 2.65, 4.92)
H (2.72, 2.25, 4.08)
H (2.51, -0.92, 4.76)
H (2.46, -3.12, 5.85)
H (1.36, -5.03, 4.72)
H (0.27, -4.72, 2.55)
H (-1.13, -5.03, -0.14)
H (-0.67, -6.18, -2.25)
H (0.75, -5.11, -3.97)
H (1.68, -2.87, -3.58)
H (3.67, -0.57, -0.62)
H (3.51, -3.39, -1.75)
H (2.97, -3.10, -0.11)
H (4.63, -2.73, -0.56)
H (3.51, -1.65, -3.48)
H (4.97, -1.28, -2.58)
H (3.88, 0.01, -3.03)
H (-0.13, 0.44, -2.32)
H (1.91, -0.36, -4.43)
H (0.38, 0.50, -4.62)
H (0.36, -1.19, -4.15)
H (2.73, 1.42, -2.74)
H (1.67, 1.94, -1.42)
H (1.26, 2.28, -3.10)
H (-1.89, -4.51, 2.09)
H (-4.29, -4.89, 2.39)
H (-5.92, -3.16, 1.74)
H (-5.15, -1.03, 0.80)
H (-4.23, -0.60, -1.25)
H (-1.58, -0.88, -2.74)
H (-3.14, -1.54, -3.20)
H (-2.32, -2.16, -1.77)
H (-2.52, 1.57, -2.58)
H (-4.08, 1.81, -1.79)
H (-3.97, 0.84, -3.25)
H (-4.47, 1.18, 0.39)
H (-2.17, 2.93, 1.36)
H (-3.80, 3.44, 0.96)
H (-2.71, 2.90, -0.32)
H (-2.99, 1.30, 3.06)
H (-4.27, 0.16, 2.67)
H (-4.60, 1.89, 2.70)
O (0.45, 3.91, 1.54)
C (0.15, 3.38, 0.49)
O (-0.07, 2.10, 0.35)
C (-0.07, 4.21, -0.74)
C (0.30, 5.55, -0.72)
C (0.11, 6.38, -1.82)
C (-0.46, 5.81, -2.94)
O (-0.75, 6.39, -4.13)
C (-1.33, 5.38, -4.95)
O (-1.35, 4.16, -4.19)
C (-0.82, 4.47, -2.97)
C (-0.64, 3.65, -1.89)
H (0.72, 5.94, 0.20)
H (0.39, 7.42, -1.81)
H (-0.73, 5.24, -5.84)
H (-2.36, 5.66, -5.20)
H (-0.92, 2.61, -1.91)


Entry 3:
A 2-piece molecular cluster, C5H7NO overall. Source: the OMol25 dataset; level of theory: ωB97M-V/def2-TZVPD.

SMILES	c1ccncc1.O
LUMO	0.467	eV
E_HOMO	-9.66	eV
net charge	0
HOMO-LUMO gap	10.123	eV
largest force on an atom	0.1672	hartree/bohr
energy relative to the best compared isomer or geometry (same formula, charge and spin)	234.4	kJ/mol
E	-8833.7729	eV

Positions of all 14 atoms, in Å:
C (-1.14, 0.01, -0.58)
C (-0.79, 1.30, -1.18)
C (0.48, 1.82, -0.93)
C (1.53, 1.13, -0.22)
C (1.07, -0.16, 0.13)
H (-0.82, -3.44, 1.53)
H (-0.43, -1.99, 1.14)
H (-2.05, -0.52, -0.67)
H (-1.61, 1.72, -1.63)
H (0.68, 3.00, -1.00)
H (2.62, 1.42, -0.15)
H (1.62, -0.95, 0.51)
N (-0.32, -0.56, 0.12)
O (-0.58, -2.48, 2.01)


Entry 4:
C4H6N2O as an isolated structure. Source: the OMol25 dataset; level of theory: ωB97M-V/def2-TZVPD.

LUMO	0.686	eV
E_HOMO	-9.94	eV
net charge	0
HOMO-LUMO gap	10.624	eV
largest force on an atom	0.0758	hartree/bohr
energy relative to the best compared isomer or geometry (same formula, charge and spin)	229.3	kJ/mol
E	-9271.1249	eV

Positions of all 13 atoms, in Å:
C (1.93, 0.50, 0.12)
C (0.46, 0.33, -0.12)
C (-0.36, -0.89, 0.24)
N (-1.40, -0.80, -0.78)
C (-1.57, 0.58, -0.52)
O (-2.49, 0.95, 0.18)
N (-0.31, 1.24, -0.59)
H (2.19, 1.56, 0.13)
H (2.51, 0.00, -0.67)
H (2.22, 0.04, 1.07)
H (0.18, -1.86, 0.23)
H (-2.24, -1.28, -0.46)
H (-1.12, -0.39, 1.15)